Entry 1:
This record from OMol25 describes a molecular structure, C31H22Cl5CuGeO3STe in a non-equilibrium geometry. The level of theory is ωB97M-V/def2-TZVPD.

Values from the calculation:
Kohn-Sham gap in eV: 4.8
2S+1: 1
ΔE to the lowest compared entry with this formula, charge and spin in kJ/mol: 0.0
HOMO energy in eV: -0.69
Largest force on an atom in Eh/bohr: 0.0628
Total charge: -2
LUMO in eV: 4.074
Molar mass in g/mol: 915.6

Each line ends with the Löwdin charge.
Element x y z (Å)
Cu1 -16.21 -3.00 10.88  -0.14
Cl1 -18.08 2.17 6.51  0.62
C1 -17.37 0.87 7.34  -0.77
C2 -17.98 0.32 8.49  -0.68
Cl2 -19.56 0.86 8.99  0.62
C3 -17.36 -0.67 9.23  -0.57
Cl3 -18.20 -1.42 10.52  0.76
C4 -16.06 -1.16 8.85  -0.45
O1 -15.35 -1.97 9.54  -0.23
C5 -15.52 -0.70 7.60  -0.63
Cl4 -14.08 -1.45 7.06  0.69
C6 -16.15 0.35 6.90  -0.71
Cl5 -15.36 0.87 5.45  0.61
O2 -17.81 -3.97 8.82  0.00
C7 -17.35 -4.93 9.47  -0.62
O3 -16.64 -4.84 10.61  -0.19
C8 -17.55 -6.38 9.10  -0.18
C9 -18.61 -7.02 10.05  -0.26
Ge1 -18.40 -6.71 11.98  1.04
C10 -16.54 -7.22 12.48  -0.24
C11 -15.89 -6.78 13.61  -0.10
C12 -14.56 -7.13 13.86  -0.10
C13 -13.82 -7.83 12.94  -0.11
C14 -14.48 -8.29 11.78  -0.10
C15 -15.80 -7.99 11.54  -0.11
C16 -19.08 -4.94 12.56  -0.24
C17 -19.86 -4.13 11.70  -0.11
C18 -20.30 -2.88 12.12  -0.15
C19 -19.93 -2.37 13.36  -0.10
C20 -19.19 -3.19 14.21  -0.09
C21 -18.78 -4.49 13.85  -0.10
C22 -19.40 -8.06 13.08  -0.24
C23 -19.28 -8.19 14.47  -0.10
C24 -20.06 -9.08 15.23  -0.09
C25 -21.04 -9.88 14.59  -0.12
C26 -21.24 -9.74 13.20  -0.11
C27 -20.45 -8.81 12.50  -0.12
H1 -16.58 -6.86 9.10  0.09
H2 -17.97 -6.37 8.08  0.11
H3 -18.75 -8.10 9.84  0.06
H4 -19.55 -6.51 9.72  0.08
H5 -16.40 -6.11 14.30  0.08
H6 -14.09 -6.74 14.76  0.10
H7 -12.77 -8.04 13.13  0.09
H8 -13.93 -8.90 11.04  0.09
H9 -16.29 -8.31 10.61  0.09
H10 -20.02 -4.52 10.73  0.08
H11 -20.97 -2.34 11.47  0.09
H12 -20.36 -1.43 13.70  0.10
H13 -18.95 -2.87 15.21  0.10
H14 -18.26 -5.13 14.54  0.07
H15 -18.51 -7.60 14.96  0.08
H16 -19.93 -9.15 16.31  0.09
H17 -21.65 -10.55 15.20  0.09
H18 -22.05 -10.27 12.68  0.09
H19 -20.62 -8.71 11.41  0.09
Te1 -15.57 -1.44 12.68  0.84
C28 -14.42 -2.10 14.31  -1.00
C29 -13.15 -1.58 14.50  -0.33
C30 -12.53 -1.97 15.66  -0.28
C31 -13.26 -2.87 16.40  -0.51
S1 -14.79 -3.15 15.68  0.85
H20 -12.68 -0.96 13.73  0.08
H21 -11.55 -1.63 16.00  0.09
H22 -12.98 -3.32 17.37  0.05



Entry 2:
This record from OMol25 describes C4H9FN2S in the gas phase in a non-equilibrium geometry. The level of theory is ωB97M-V/def2-TZVPD.

Values from the calculation:
SMILES: C=NSC[C@H](N)CF
Kohn-Sham gap in eV: 9.4
2S+1: 1
ΔE to the lowest compared entry with this formula, charge and spin in kJ/mol: 147.7
HOMO energy in eV: -8.73
Largest force on an atom in Eh/bohr: 0.0523
Total charge: 0
LUMO in eV: 0.721
Molar mass in g/mol: 136.2

Each line ends with the Löwdin charge.
Element x y z (Å)
C1 3.52 -0.01 0.33  -0.15
N1 2.24 -0.18 0.53  -0.38
S1 1.41 -1.03 -0.64  0.88
C2 -0.21 -0.98 0.10  -0.46
C3 -1.17 0.05 -0.52  -0.44
N2 -0.60 1.38 -0.47  0.02
C4 -2.52 0.08 0.23  -0.21
F1 -3.10 -1.14 0.17  -0.03
H1 4.07 0.62 1.00  0.05
H2 4.10 -0.30 -0.54  0.06
H3 -0.75 -1.92 0.10  0.07
H4 -0.04 -0.71 1.13  0.07
H5 -1.37 -0.15 -1.60  0.15
H6 0.14 1.44 -1.17  0.06
H7 -0.09 1.62 0.37  0.07
H8 -3.14 0.87 -0.25  0.13
H9 -2.48 0.36 1.26  0.11



Entry 3:
This record from OMol25 describes C4H6N2 in the gas phase in a non-equilibrium geometry. The level of theory is ωB97M-V/def2-TZVPD.

Values from the calculation:
Kohn-Sham gap in eV: 9.1
2S+1: 1
ΔE to the lowest compared entry with this formula, charge and spin in kJ/mol: 395.7
HOMO energy in eV: -8.55
Largest force on an atom in Eh/bohr: 0.0222
Total charge: 0
LUMO in eV: 0.587
Molar mass in g/mol: 82.1

Each line ends with the Löwdin charge.
Element x y z (Å)
N1 -3.14 -0.44 -0.84  0.14
C1 -2.15 0.09 -0.57  -0.22
C2 -0.88 0.74 -0.21  -0.15
C3 0.12 -0.30 0.27  -0.47
C4 1.02 -0.96 -0.69  0.02
N2 1.46 0.25 0.53  0.05
H1 -0.48 1.24 -1.10  0.12
H2 -1.08 1.49 0.56  0.12
H3 -0.23 -0.82 1.16  0.15
H4 1.97 0.70 -0.21  0.10
H5 1.40 -1.87 -0.21  0.02
H6 1.99 -0.10 1.31  0.12



Entry 4:
This record from OMol25 describes a molecular structure, C11H14ClF5N3O5Ru in a non-equilibrium geometry. The level of theory is ωB97M-V/def2-TZVPD.

Values from the calculation:
Expectation value of S²: 0.75
Kohn-Sham gap (spin up / spin down) in eV: 8.8 / 8.0
2S+1: 2
ΔE to the lowest compared entry with this formula, charge and spin in kJ/mol: 1.7
HOMO energy (spin up / spin down) in eV: -8.52 / -8.32
Largest force on an atom in Eh/bohr: 0.0196
Total charge: 0
LUMO (spin up / spin down) in eV: 0.314 / -0.317
Molar mass in g/mol: 499.8

Each line ends with the Löwdin spin population.
Element x y z (Å)
Ru1 -0.02 0.09 0.32  0.89
N1 1.42 3.59 1.54  0.00
C1 0.61 2.67 1.02  0.00
O1 0.99 1.95 0.08  0.03
C2 -0.79 2.53 1.55  0.00
C3 -1.50 1.48 0.67  0.01
H1 2.40 3.55 1.29  0.00
H2 1.16 4.07 2.38  0.00
H3 -1.29 3.51 1.54  0.00
H4 -0.72 2.21 2.59  0.00
H5 -1.79 1.93 -0.28  0.01
H6 -2.40 1.10 1.15  0.00
O2 0.81 0.86 4.43  0.00
Cl1 1.16 -0.01 3.35  0.00
O3 1.51 -1.33 3.80  0.00
O4 -0.06 -0.16 2.49  0.01
O5 2.20 0.55 2.54  0.00
N2 -1.50 -1.41 0.48  0.00
C4 -0.96 -2.76 0.22  0.00
C5 0.35 -2.90 0.98  0.00
N3 1.23 -1.81 0.53  0.02
H7 -1.84 -1.35 1.44  0.00
H8 -2.27 -1.19 -0.13  0.00
H9 -0.78 -2.83 -0.85  0.00
H10 -1.67 -3.54 0.51  0.00
H11 0.79 -3.88 0.81  0.00
H12 0.18 -2.78 2.05  0.00
H13 1.65 -2.02 -0.37  0.00
H14 1.99 -1.66 1.19  0.00
F1 2.25 -0.22 -1.78  0.01
C6 1.07 -0.13 -2.43  0.01
C7 -0.11 -0.03 -1.70  -0.01
C8 -1.25 0.06 -2.47  0.01
F2 -2.47 0.12 -1.87  0.00
C9 -1.26 0.06 -3.85  0.00
F3 -2.40 0.14 -4.54  0.00
C10 -0.06 -0.04 -4.54  0.01
F4 -0.04 -0.05 -5.87  0.00
C11 1.12 -0.14 -3.81  0.00
F5 2.29 -0.23 -4.46  0.00